No. 1
Molecular formula: C22H66O22
Method: DFT, wB97M-V/def2-TZVPD

Atoms and positions in Å:
C (-4.818, 2.234, -1.623)
C (-4.431, 2.566, -0.209)
O (-3.061, 2.425, 0.102)
O (-4.465, 0.928, -2.027)
H (-4.434, 2.922, -2.380)
H (-5.910, 2.411, -1.684)
H (-5.070, 2.031, 0.507)
H (-4.700, 3.618, -0.049)
H (-2.774, 1.498, -0.024)
H (-4.632, 0.245, -1.347)
C (-1.225, 1.660, -3.601)
C (-0.362, 1.703, -4.818)
O (-0.105, 0.442, -5.409)
O (-2.532, 1.279, -3.986)
H (-1.218, 2.647, -3.120)
H (-0.781, 0.949, -2.887)
H (0.603, 2.141, -4.567)
H (-0.791, 2.364, -5.584)
H (-0.951, 0.040, -5.630)
H (-3.077, 1.193, -3.186)
C (0.117, 4.453, 1.302)
C (-0.013, 4.172, -0.165)
O (-1.318, 4.476, -0.620)
O (-0.154, 5.813, 1.574)
H (1.131, 4.235, 1.643)
H (-0.587, 3.816, 1.854)
H (0.275, 3.130, -0.363)
H (0.670, 4.816, -0.723)
H (-1.929, 3.785, -0.304)
H (-1.022, 5.986, 1.189)
C (-0.319, -0.002, -0.043)
C (-0.149, -0.105, 1.452)
O (-0.505, -1.369, 1.962)
O (-1.732, 0.026, -0.375)
H (0.160, -0.817, -0.594)
H (0.065, 0.955, -0.394)
H (-0.797, 0.642, 1.914)
H (0.878, 0.213, 1.709)
H (-0.019, -2.064, 1.492)
H (-2.098, -0.855, -0.221)
C (3.492, 0.649, 0.062)
C (4.942, 0.770, -0.317)
O (5.461, -0.557, -0.507)
O (2.878, 1.911, 0.283)
H (3.415, 0.043, 0.979)
H (2.920, 0.073, -0.669)
H (5.477, 1.265, 0.500)
H (5.049, 1.353, -1.234)
H (6.394, -0.534, -0.283)
H (3.232, 2.254, 1.119)
C (-6.086, -2.824, -1.327)
C (-5.651, -2.005, -0.134)
O (-4.513, -1.234, -0.469)
O (-5.027, -3.690, -1.728)
H (-6.362, -2.170, -2.163)
H (-6.933, -3.474, -1.098)
H (-5.387, -2.707, 0.665)
H (-6.456, -1.360, 0.221)
H (-3.712, -1.782, -0.430)
H (-4.420, -3.196, -2.308)
C (0.371, -4.791, 0.868)
C (0.816, -5.666, 1.998)
O (2.235, -5.869, 1.882)
O (0.993, -3.501, 0.924)
H (-0.706, -4.628, 0.884)
H (0.640, -5.275, -0.078)
H (0.264, -6.614, 1.990)
H (0.589, -5.224, 2.976)
H (2.432, -6.775, 2.130)
H (1.931, -3.601, 0.728)
C (-2.122, -1.587, -2.912)
C (-1.289, -2.277, -1.860)
O (-2.074, -2.497, -0.683)
O (-3.108, -2.520, -3.399)
H (-1.462, -1.287, -3.727)
H (-2.654, -0.728, -2.505)
H (-0.459, -1.604, -1.625)
H (-0.922, -3.199, -2.311)
H (-2.036, -3.426, -0.442)
H (-3.060, -2.617, -4.352)
C (3.067, 3.458, -2.690)
C (3.321, 3.650, -4.160)
O (3.761, 2.465, -4.789)
O (1.863, 2.745, -2.513)
H (3.006, 4.405, -2.136)
H (3.904, 2.926, -2.225)
H (4.125, 4.380, -4.269)
H (2.422, 4.069, -4.628)
H (3.102, 1.776, -4.647)
H (1.754, 2.459, -1.599)
C (2.156, -2.917, 4.685)
C (0.681, -2.722, 4.819)
O (0.276, -3.268, 6.066)
O (2.861, -2.039, 5.554)
H (2.455, -2.720, 3.649)
H (2.416, -3.965, 4.861)
H (0.122, -3.164, 3.982)
H (0.409, -1.664, 4.708)
H (-0.629, -3.583, 6.018)
H (3.089, -2.506, 6.362)
C (3.104, 1.047, 3.738)
C (4.457, 0.519, 4.119)
O (4.955, 1.280, 5.190)
O (3.176, 2.292, 3.007)
H (2.466, 1.165, 4.611)
H (2.651, 0.348, 3.033)
H (5.122, 0.484, 3.250)
H (4.228, -0.502, 4.449)
H (5.731, 0.856, 5.563)
H (2.935, 3.026, 3.577)

2S+1: 1
HOMO-LUMO gap in eV: 9.475
Total charge: 0

Here are the Mulliken charges for atoms 1 to 99, given in e: -0.469, -0.523, -0.509, -0.470, 0.395, 0.345, 0.321, 0.470, 0.291, 0.276, 0.846, -0.312, -0.620, -0.666, 0.273, -0.312, -0.249, 0.358, 0.352, 0.125, -0.302, 0.828, -0.634, -0.600, 0.114, 0.230, -0.709, 0.172, 0.506, 0.366, 1.100, 0.107, -0.487, 0.303, 0.329, -1.366, 0.531, -0.621, 0.203, 0.309, 0.134, -0.643, -0.562, -0.214, 0.007, 0.227, 0.371, 0.191, 0.323, 0.164, -0.507, -0.508, -0.577, -0.551, 0.251, 0.396, 0.277, 0.409, 0.047, 0.338, -0.201, -0.373, -0.515, -0.499, 0.160, 0.353, 0.454, 0.085, 0.293, 0.235, 0.992, -0.159, -0.569, -0.564, 0.299, -0.526, -0.408, 0.599, 0.212, 0.297, 0.301, -0.724, -0.594, 0.092, 0.303, -0.239, 0.383, 0.299, 0.364, -0.157, -0.285, 0.025, -0.595, -0.522, 0.119, 0.410, 0.098, 0.163, 0.328



No. 2
Molecular formula: C22H68FNO13P2
Method: DFT, wB97M-V/def2-TZVPD

Atoms and positions in Å:
C (2.831, 0.166, 0.994)
C (2.283, 1.183, -0.096)
O (1.585, 0.549, -1.172)
P (0.064, -0.105, -0.713)
O (-0.643, 0.946, -1.853)
C (0.647, -1.798, -1.297)
C (0.902, -2.813, -0.107)
F (2.293, -2.877, 0.110)
P (-1.973, -0.887, -0.191)
N (-3.127, 0.064, -0.753)
O (-2.275, -2.430, -0.820)
O (-2.158, -0.991, 1.486)
H (3.819, -0.269, 0.733)
H (2.976, 0.763, 1.930)
H (2.064, -0.600, 1.263)
H (1.712, 2.032, 0.371)
H (3.193, 1.655, -0.548)
H (0.149, 0.404, 0.618)
H (-1.063, 0.374, -2.513)
H (1.653, -1.649, -1.765)
H (0.014, -2.243, -2.104)
H (0.608, -3.834, -0.423)
H (0.405, -2.458, 0.822)
H (-3.734, -0.487, -1.362)
H (-2.315, -3.072, -0.097)
H (-1.869, -0.159, 1.905)
C (-1.084, 3.814, 1.325)
C (-1.706, 2.539, 1.856)
O (-0.743, 1.792, 2.606)
H (-0.223, 3.583, 0.692)
H (-1.807, 4.387, 0.742)
H (-0.720, 4.439, 2.145)
H (-2.052, 1.910, 1.032)
H (-2.564, 2.759, 2.499)
H (-0.447, 2.342, 3.337)
C (-1.276, 8.696, 3.144)
C (-0.313, 7.545, 3.363)
O (0.080, 6.978, 2.117)
H (-2.163, 8.355, 2.606)
H (-1.588, 9.132, 4.095)
H (-0.813, 9.477, 2.536)
H (-0.787, 6.758, 3.952)
H (0.582, 7.884, 3.894)
H (0.506, 7.671, 1.599)
C (-0.345, -5.892, -3.282)
C (1.041, -6.047, -3.877)
O (1.799, -4.853, -3.695)
H (-0.869, -5.056, -3.749)
H (-0.936, -6.798, -3.421)
H (-0.284, -5.675, -2.211)
H (0.978, -6.241, -4.948)
H (1.576, -6.879, -3.406)
H (1.862, -4.691, -2.748)
C (-5.077, -6.085, -0.091)
C (-3.901, -6.888, -0.612)
O (-3.200, -6.155, -1.614)
H (-5.763, -5.838, -0.903)
H (-5.624, -6.642, 0.673)
H (-4.738, -5.139, 0.340)
H (-4.243, -7.821, -1.061)
H (-3.206, -7.130, 0.199)
H (-2.892, -5.338, -1.213)
C (-6.539, -1.037, 2.253)
C (-5.901, -2.155, 1.450)
O (-5.029, -1.625, 0.460)
H (-7.100, -0.369, 1.596)
H (-7.216, -1.436, 3.012)
H (-5.775, -0.432, 2.748)
H (-6.666, -2.744, 0.941)
H (-5.327, -2.824, 2.103)
H (-4.348, -1.112, 0.911)
C (-0.380, -2.216, -6.074)
C (0.196, -3.021, -7.222)
O (1.599, -2.806, -7.331)
H (-0.188, -1.151, -6.217)
H (-1.458, -2.372, -5.988)
H (0.094, -2.502, -5.130)
H (-0.260, -2.721, -8.166)
H (0.014, -4.091, -7.076)
H (2.000, -3.082, -6.500)
C (4.863, 3.569, 1.483)
C (5.828, 2.427, 1.705)
O (6.220, 1.863, 0.457)
H (3.981, 3.219, 0.944)
H (4.545, 4.009, 2.430)
H (5.321, 4.352, 0.872)
H (5.356, 1.641, 2.296)
H (6.723, 2.767, 2.237)
H (6.644, 2.557, -0.057)
C (5.090, -1.767, 5.206)
C (3.632, -1.509, 4.876)
O (3.513, -0.806, 3.642)
H (5.639, -0.825, 5.271)
H (5.189, -2.299, 6.154)
H (5.565, -2.360, 4.420)
H (3.167, -0.899, 5.651)
H (3.079, -2.451, 4.800)
H (3.915, -1.350, 2.957)
C (0.131, 5.702, -2.109)
C (1.442, 6.039, -1.425)
O (1.206, 6.677, -0.173)
H (-0.460, 6.606, -2.269)
H (0.305, 5.220, -3.073)
H (-0.469, 5.033, -1.487)
H (2.028, 6.723, -2.040)
H (2.034, 5.134, -1.254)
H (0.696, 6.069, 0.375)

2S+1: 1
HOMO-LUMO gap in eV: 8.478
Total charge: 0

Here are the Mulliken charges for atoms 1 to 99, given in e: -0.380, -0.338, -0.734, 1.020, -0.544, -0.881, -0.187, -0.346, 0.897, -0.790, -0.360, -0.686, 0.352, 0.232, 0.172, -0.213, 0.229, -0.156, 0.426, 0.525, 0.308, 0.144, 0.362, 0.323, 0.216, 0.373, -0.380, -0.361, -0.538, -0.206, 0.421, 0.162, 0.249, 0.340, 0.302, -1.122, -0.256, -0.395, 0.279, 0.361, 0.338, 0.270, 0.270, 0.251, -0.675, -0.407, -0.465, 0.177, 0.382, 0.169, 0.310, 0.274, 0.241, -0.752, -0.319, -0.404, 0.269, 0.367, 0.083, 0.295, 0.259, 0.206, -1.172, -0.154, -0.395, 0.278, 0.377, 0.316, 0.296, 0.245, 0.185, -0.618, -0.303, -0.530, 0.311, 0.336, -0.025, 0.318, 0.211, 0.307, -0.731, -0.145, -0.515, -0.007, 0.335, 0.393, 0.104, 0.332, 0.304, -1.104, -0.320, -0.388, 0.258, 0.361, 0.357, 0.290, 0.284, 0.217, -0.898



| no. | electronic energy (eV) | E_LUMO (eV) |
| --- | --- | --- |
| 1 | -68925.011 | 0.06 |
| 2 | -73316.773 | 0.21 |